Entry 1:
Formula: C24H30BNO6S
Source: OMol25
Level of theory: wB97M-V/def2-TZVPD

Properties
molar mass	471.4	u
E_LUMO	-0.9581	eV
structure (SMILES)	CC(C)C[C@H](C)COC1=C(B(O)O)C(=O)C(C[C@H](C)OCc2ccccc2)=C(N=C=S)C1=O
Kohn-Sham gap	8.123	eV

Geometry as ORCA input:
```
! RIJCOSX wB97M-V def2-TZVPD def2/J DEFGRID3
* xyz 0 1
C 2.432 0.071 2.372
C 2.096 1.175 1.265
C 3.355 1.240 0.320
C 1.689 2.562 1.889
C 1.108 3.591 0.814
C 1.753 5.040 1.093
C -0.460 3.721 0.870
O -1.078 4.057 -0.403
C -1.300 2.830 -1.048
C -2.456 2.144 -0.863
B -3.690 2.581 0.059
O -3.935 1.784 1.230
O -4.567 3.632 -0.189
C -2.541 0.761 -1.612
O -3.555 0.355 -2.125
C -1.189 -0.053 -1.633
C -1.287 -1.593 -1.399
C -0.587 -2.480 -2.491
C -1.382 -2.502 -3.872
O -0.655 -3.850 -2.005
C 0.461 -4.155 -1.168
C 0.087 -4.185 0.366
C -1.338 -4.266 0.759
C -1.744 -4.261 2.173
C -0.736 -4.170 3.255
C 0.665 -4.093 2.868
C 1.059 -4.103 1.446
C -0.024 0.643 -1.816
N 1.268 -0.022 -1.807
C 1.942 0.221 -2.824
S 3.032 0.896 -3.799
C -0.193 2.202 -1.984
O 0.430 2.857 -2.777
H 3.519 0.081 2.662
H 1.739 0.187 3.247
H 2.261 -0.941 1.898
H 1.176 0.778 0.739
H 4.244 1.494 0.970
H 3.575 0.238 -0.152
H 3.265 1.981 -0.517
H 2.598 2.964 2.414
H 0.840 2.363 2.610
H 1.522 3.273 -0.177
H 0.934 5.791 1.234
H 2.445 5.358 0.263
H 2.382 5.029 2.029
H -0.866 2.742 1.261
H -0.702 4.483 1.664
H -4.298 0.930 0.917
H -5.390 3.377 0.278
H -0.952 -1.791 -0.347
H -2.385 -1.859 -1.428
H 0.456 -2.169 -2.747
H -2.111 -1.654 -3.928
H -1.900 -3.489 -4.029
H -0.660 -2.393 -4.731
H 0.835 -5.180 -1.435
H 1.323 -3.446 -1.293
H -2.165 -4.303 0.004
H -2.832 -4.296 2.423
H -1.101 -4.167 4.306
H 1.441 -3.998 3.671
H 2.147 -4.011 1.229
*
```

=====

Entry 2:
Formula: C18H29F3NO2P2Pd
Source: OMol25
Level of theory: wB97M-V/def2-TZVPD

Properties
molar mass	516.8	u
E_LUMO (spin up / spin down)	-2.4043 / -6.4501	eV
Kohn-Sham gap (spin up / spin down)	7.470 / 5.679	eV
⟨S²⟩	6.070

Geometry as ORCA input:
```
! RIJCOSX wB97M-V def2-TZVPD def2/J DEFGRID3
* xyz 1 5
C -0.759 3.992 -1.344
C -0.990 2.658 -0.799
N -0.056 2.216 0.127
C 0.885 3.018 0.601
C 1.010 4.354 0.231
C 0.220 4.818 -0.813
C -2.098 1.847 -1.158
P -2.223 0.239 -0.327
Pd -0.210 -0.038 0.906
P 2.063 0.636 1.387
C 1.912 2.459 1.601
C -0.010 -2.176 0.833
C -1.081 -2.915 1.300
C -0.976 -4.319 1.403
C 0.153 -4.985 0.929
C 1.152 -4.234 0.306
C 1.055 -2.833 0.229
O -0.320 1.128 -5.866
O 0.139 -3.101 -4.245
H -1.376 4.267 -2.205
H 1.815 4.921 0.677
H 0.345 5.844 -1.142
C -3.874 0.519 0.421
C -2.630 -1.056 -1.605
H 2.896 2.937 1.447
H 1.586 2.677 2.635
H -0.917 1.224 -5.089
H -2.882 2.364 -1.655
C 2.702 -0.106 2.917
C 3.519 0.462 0.281
H -2.012 -2.409 1.574
H -1.810 -4.873 1.841
H 0.210 -6.077 1.007
H 1.989 -4.759 -0.146
H 1.819 -2.305 -0.329
H 0.863 -0.227 -0.506
H 0.698 -3.523 -3.470
H 0.747 -2.349 -4.304
H 0.555 1.433 -5.495
H 1.599 -0.589 -0.820
H -4.542 0.823 -0.410
H -4.272 -0.373 0.935
H -3.707 1.330 1.145
H -3.451 -0.769 -2.276
H -1.755 -1.258 -2.239
H -2.948 -1.978 -1.086
H 4.444 0.895 0.713
H 3.673 -0.620 0.119
H 3.334 0.946 -0.693
H 3.738 0.216 3.080
H 2.067 0.140 3.775
H 2.684 -1.192 2.763
F -0.370 -0.537 3.820
C -1.084 0.125 2.856
F -2.372 -0.345 2.936
F -1.147 1.461 3.225
*
```

=====

Entry 3:
Formula: C7H8N3O4
Source: OMol25
Level of theory: wB97M-V/def2-TZVPD

Properties
molar mass	198.2	u
relative energy (zero: lowest compared OMol25 entry of this formula, charge and spin)	2.256	eV
E_LUMO	2.9523	eV
Kohn-Sham gap	5.848	eV

Geometry as ORCA input:
```
! RIJCOSX wB97M-V def2-TZVPD def2/J DEFGRID3
* xyz -1 1
C -2.032 -0.861 -1.159
C -2.559 0.558 -0.745
C 0.914 -3.407 -2.946
C 1.318 1.154 1.311
C -3.221 -0.681 -0.261
C -0.482 0.189 -0.060
C 3.268 1.964 2.401
N -0.671 -0.955 -0.677
N -1.352 1.166 -0.185
N 0.833 0.238 0.477
O 1.543 -2.449 -3.103
O 0.359 -4.374 -2.853
O 0.762 2.167 1.634
O 2.613 0.845 1.789
H -2.468 -1.402 -2.023
H -2.949 1.281 -1.482
H -4.273 -0.909 -0.644
H -3.196 -0.790 0.804
H 2.624 2.328 3.363
H 3.428 2.816 1.665
H 4.144 1.516 2.756
H 1.397 -0.395 -0.063
*
```

=====

Entry 4:
Formula: C46H47F7O2S2
Source: OMol25
Level of theory: wB97M-V/def2-TZVPD

Properties
molar mass	829.0	u
relative energy (zero: lowest compared OMol25 entry of this formula, charge and spin)	0.000	eV
E_LUMO	0.3662	eV
Kohn-Sham gap	9.360	eV

Geometry as ORCA input:
```
! RIJCOSX wB97M-V def2-TZVPD def2/J DEFGRID3
* xyz 0 1
F 4.279 3.703 2.435
C 3.604 3.597 1.273
C 3.679 2.414 0.563
C 2.877 2.271 -0.553
C 2.160 3.344 -1.060
C 2.229 4.561 -0.404
C 2.881 4.676 0.808
H 4.287 1.595 0.924
H 2.869 1.311 -1.054
H 1.526 3.245 -1.930
H 1.743 5.445 -0.805
H 2.865 5.552 1.444
F -5.060 -2.795 -2.510
C -4.242 -3.850 -2.682
C -2.910 -3.751 -2.341
C -2.059 -4.800 -2.669
C -2.561 -5.956 -3.218
C -3.916 -6.085 -3.476
C -4.765 -5.015 -3.218
H -2.530 -2.831 -1.916
H -1.011 -4.709 -2.417
H -1.877 -6.767 -3.441
H -4.294 -7.015 -3.875
H -5.820 -5.082 -3.456
F 3.979 1.279 4.996
C 3.543 0.267 4.223
C 2.505 0.498 3.341
C 2.092 -0.544 2.519
C 2.688 -1.792 2.600
C 3.711 -1.998 3.506
C 4.149 -0.970 4.330
H 2.076 1.492 3.379
H 1.295 -0.355 1.808
H 2.391 -2.582 1.924
H 4.110 -2.992 3.665
H 4.958 -1.123 5.032
F -5.252 -1.824 3.685
C -5.100 -1.014 2.614
C -5.902 0.110 2.510
C -5.754 0.933 1.403
C -4.896 0.572 0.377
C -4.102 -0.566 0.504
C -4.158 -1.332 1.659
H -6.647 0.364 3.251
H -6.346 1.835 1.317
H -4.750 1.217 -0.481
H -3.378 -0.817 -0.259
H -3.466 -2.148 1.830
F 1.417 5.854 -3.487
C 0.327 5.074 -3.645
C -0.872 5.488 -3.112
C -1.970 4.647 -3.292
C -1.839 3.441 -3.958
C -0.606 3.029 -4.461
C 0.487 3.868 -4.296
H -0.942 6.442 -2.607
H -2.914 4.895 -2.823
H -2.697 2.795 -4.097
H -0.483 2.079 -4.962
H 1.483 3.613 -4.639
F -1.088 -4.011 4.625
C -1.645 -4.374 3.449
C -1.012 -4.026 2.270
C -1.628 -4.349 1.065
C -2.786 -5.116 1.057
C -3.406 -5.446 2.256
C -2.828 -5.087 3.465
H -0.076 -3.484 2.304
H -1.177 -4.011 0.141
H -3.190 -5.445 0.107
H -4.381 -5.915 2.269
H -3.318 -5.294 4.407
F 3.369 -1.613 -1.011
C 4.682 -1.883 -0.865
C 5.345 -2.577 -1.856
C 6.687 -2.890 -1.677
C 7.350 -2.494 -0.521
C 6.661 -1.785 0.460
C 5.315 -1.480 0.296
H 4.795 -2.906 -2.729
H 7.198 -3.465 -2.437
H 8.401 -2.710 -0.389
H 7.170 -1.556 1.388
H 4.798 -0.959 1.091
C 0.002 6.554 2.227
S -1.436 6.444 1.162
O -1.082 7.042 -0.150
C -1.328 4.676 0.920
H 0.832 6.102 1.689
H -0.232 5.958 3.113
H 0.230 7.570 2.530
H -2.025 4.402 0.134
H -1.568 4.143 1.842
H -0.301 4.419 0.652
C 0.718 -0.093 -2.398
S -0.945 -0.264 -1.767
O -0.945 -1.510 -0.936
C -0.861 1.044 -0.543
H 0.953 -0.948 -3.030
H 1.384 -0.203 -1.543
H 0.848 0.852 -2.923
H 0.087 0.973 -0.011
H -1.687 0.922 0.152
H -0.967 2.003 -1.061
*
```

=====

Entry 5:
Formula: C20H49GaNO7
Source: OMol25
Level of theory: wB97M-V/def2-TZVPD

Properties
molar mass	485.3	u
E_LUMO	2.3146	eV
Kohn-Sham gap	6.917	eV

Geometry as ORCA input:
```
! RIJCOSX wB97M-V def2-TZVPD def2/J DEFGRID3
* xyz -1 1
C 9.423 -0.562 1.740
C 8.146 -0.187 1.007
O 7.588 -1.325 0.383
C 7.523 -1.256 -1.029
C 6.437 -0.322 -1.571
O 5.373 -1.048 -2.114
C 4.088 -0.406 -1.891
Ga 3.355 -0.572 0.014
C 3.454 1.271 0.921
C 2.694 2.335 0.236
N 3.046 3.529 -0.066
C 1.410 -1.184 -0.191
O 0.895 -1.508 1.079
O -0.379 -2.228 0.901
H 9.769 0.259 2.373
H 9.239 -1.433 2.371
H 10.221 -0.820 1.040
H 8.348 0.595 0.264
H 7.412 0.220 1.711
H 7.299 -2.268 -1.369
H 8.510 -0.965 -1.421
H 6.874 0.341 -2.338
H 6.082 0.319 -0.751
H 3.415 -0.883 -2.611
H 4.183 0.641 -2.225
H 4.183 -1.632 0.876
H 4.508 1.575 1.001
H 3.067 1.156 1.941
H 1.682 2.062 -0.094
H 4.003 3.677 0.270
H 1.425 -2.081 -0.826
H 0.751 -0.445 -0.672
H -0.201 -3.001 1.451
C -0.602 8.052 -2.542
C -1.396 7.101 -1.659
O -0.941 5.767 -1.691
C 0.400 5.563 -1.247
C 0.657 5.996 0.182
H -0.553 7.672 -3.564
H -1.086 9.031 -2.557
H 0.417 8.191 -2.179
H -2.430 7.054 -2.006
H -1.418 7.482 -0.631
H 1.103 6.058 -1.926
H 0.574 4.493 -1.341
H 0.578 7.078 0.315
H 1.665 5.679 0.449
H -0.047 5.511 0.861
C -4.098 -3.108 1.835
C -3.526 -4.512 1.903
O -2.283 -4.593 2.581
C -2.284 -4.172 3.932
C -3.155 -5.024 4.840
H -3.356 -2.422 1.424
H -4.975 -3.096 1.185
H -4.405 -2.740 2.815
H -3.306 -4.869 0.896
H -4.253 -5.207 2.343
H -2.573 -3.119 4.009
H -1.241 -4.239 4.243
H -4.216 -4.920 4.606
H -3.014 -4.716 5.877
H -2.884 -6.077 4.751
C -7.768 -0.292 -1.641
C -6.532 -1.165 -1.779
O -6.565 -2.339 -0.984
C -7.615 -3.247 -1.260
C -7.599 -3.800 -2.676
H -7.952 -0.057 -0.591
H -7.614 0.643 -2.181
H -8.659 -0.768 -2.051
H -5.651 -0.626 -1.433
H -6.362 -1.417 -2.832
H -8.589 -2.793 -1.044
H -7.471 -4.057 -0.544
H -7.818 -3.034 -3.420
H -8.356 -4.580 -2.772
H -6.624 -4.234 -2.904
*
```

=====

- What is the molar mass in the fourth record?
  829.0 u